[1]
Density functional theory data (wB97M-V/def2-TZVPD) for a 9-piece molecular cluster, H18O9 overall.

Summary:
**E**: -687.95682 hartree
**E_LUMO**: -0.15 eV
**Highest occupied orbital energy**: -9.72 eV
**Structure (SMILES)**: O.O.O.O.O.O.O.O.O
**Kohn-Sham gap**: 9.6 eV

```
! RIJCOSX wB97M-V def2-TZVPD def2/J DEFGRID3
* xyz 0 1
O -1.6182 -1.6005 -2.1222
H -1.7433 -0.7821 -2.6410
H -0.9217 -1.4139 -1.4735
O -1.9615 -1.2834 2.2855
H -1.2652 -1.2550 1.6052
H -1.5030 -1.5240 3.0978
O -0.8935 2.5497 -0.9427
H -1.1809 3.4533 -1.1170
H -1.2581 2.3406 -0.0648
O -2.2463 1.9400 1.5201
H -2.0121 2.6845 2.0871
H -2.7778 1.3521 2.0784
O 3.1084 -4.1895 1.4089
H 2.4069 -4.7480 1.7569
H 2.7362 -3.2924 1.4097
O -1.0424 0.8799 -3.3188
H -1.0804 1.4432 -4.0978
H -1.0366 1.5130 -2.5774
O 0.0782 -0.9586 0.1058
H 0.1733 -0.0513 -0.1949
H 0.9853 -1.2447 0.3213
O 2.4328 -1.4577 1.5251
H 2.2479 -0.9082 2.2955
H 3.3615 -1.2850 1.3166
O 1.8923 2.3124 -1.5446
H 2.1010 3.2500 -1.5944
H 1.0173 2.2756 -1.1246
*
```



[2]
Density functional theory data (wB97M-V/def2-TZVPD) for one molecule with the formula H6Si3.

Summary:
**E**: -871.93059 hartree
**E_LUMO**: -0.18 eV
**Highest occupied orbital energy**: -8.68 eV
**Structure (SMILES)**: [SiH2]1[SiH2][SiH2]1
**Kohn-Sham gap**: 8.5 eV

```
! RIJCOSX wB97M-V def2-TZVPD def2/J DEFGRID3
* xyz 0 1
Si 0.2167 1.3903 0.0263
Si 0.5689 -0.8077 1.0152
Si -0.7836 -0.4802 -0.9494
H -0.8308 2.3713 0.6007
H 1.4210 2.2486 -0.2144
H 1.4927 -1.9182 0.9628
H -0.4131 -1.3787 2.2163
H -1.9535 -0.3968 -1.8745
H 0.2816 -1.0288 -1.7830
*
```



[3]
Density functional theory data (wB97M-V/def2-TZVPD) for one molecule with the formula C4H7NOS.

Summary:
**E**: -684.74414 hartree
**E_LUMO**: 0.80 eV
**Highest occupied orbital energy**: -8.71 eV
**Structure (SMILES)**: N[C@@H]1C[C@H]1SC=O
**Kohn-Sham gap**: 9.5 eV

```
! RIJCOSX wB97M-V def2-TZVPD def2/J DEFGRID3
* xyz 0 1
N 2.7225 0.2184 -0.6301
C 1.3646 0.3523 -0.2829
C 1.0690 0.2224 1.2029
C 0.4871 -0.7827 0.2289
S -1.2895 -1.0500 -0.1275
C -2.0057 0.5615 -0.1860
O -1.3973 1.5951 -0.0674
H 2.9184 -0.2284 -1.5183
H 3.2862 -0.2017 0.0923
H 0.9151 1.1167 -0.8386
H 1.8277 -0.1180 1.9138
H 0.4153 1.0513 1.6173
H 1.0020 -1.7042 0.2138
H -3.1014 0.4732 -0.2675
*
```



[4]
Density functional theory data (wB97M-V/def2-TZVPD) for C25H35F8N4PPb as an isolated structure.

Summary:
**E**: -2525.70655 hartree
**E_LUMO**: 0.27 eV
**Highest occupied orbital energy**: -7.49 eV
**Kohn-Sham gap**: 7.8 eV

```
! RIJCOSX wB97M-V def2-TZVPD def2/J DEFGRID3
* xyz 0 1
Pb -0.6626 -0.5934 0.5066
C 2.4012 -1.8281 1.6721
N 0.9976 -2.0785 2.0129
C 0.8500 -2.0908 3.4717
C 0.5341 -3.3684 1.5001
C 0.4070 -3.4679 -0.0483
N 0.5893 -2.1849 -0.7094
C 1.4070 -2.0935 -1.7908
C 2.0816 -0.8846 -2.0500
F 1.8785 0.1312 -1.1907
C 2.8952 -0.6835 -3.1360
F 3.4820 0.5140 -3.2810
C 3.1204 -1.6789 -4.0675
C 2.4666 -2.8739 -3.8508
F 2.6121 -3.8764 -4.7303
C 1.6336 -3.0789 -2.7679
F 0.9620 -4.2485 -2.7020
H 3.0428 -2.6474 2.0305
H 2.7271 -0.9012 2.1465
H 2.5268 -1.7276 0.5952
H 1.2096 -1.1536 3.8921
H -0.1996 -2.2117 3.7453
H 1.4262 -2.9134 3.9216
H -0.4450 -3.5449 1.9513
H 1.1943 -4.1706 1.8591
H -0.5855 -3.8894 -0.2513
H 1.1245 -4.1966 -0.4151
H 3.7681 -1.5285 -4.9202
C -2.6702 2.7267 2.8733
C -1.8533 3.1726 1.6709
N -2.0498 2.3290 0.4883
C -3.4311 2.3797 -0.0104
C -4.2370 1.1351 0.3407
C -1.0879 2.6636 -0.5574
C 0.3833 2.4404 -0.1576
N 0.5475 1.3216 0.7637
C 1.4508 1.4622 1.7782
C 1.1639 0.9731 3.0596
F -0.0618 0.4362 3.2662
C 2.0248 1.0905 4.1243
F 1.6364 0.6096 5.3154
C 3.2485 1.7132 3.9952
C 3.5525 2.2182 2.7483
F 4.7333 2.8178 2.5479
C 2.6981 2.0936 1.6730
F 3.1189 2.5299 0.4747
H -2.4036 3.3302 3.7438
H -2.4628 1.6807 3.1080
H -3.7442 2.8433 2.7100
H -0.7993 3.1400 1.9368
H -2.0963 4.2193 1.4274
H -3.4149 2.5079 -1.0949
H -3.9412 3.2652 0.3873
H -3.7414 0.2363 -0.0335
H -5.2374 1.1847 -0.0990
H -4.3440 1.0256 1.4211
H -1.2001 3.7076 -0.8912
H -1.3186 2.0379 -1.4203
H 0.7626 3.3531 0.3048
H 0.9535 2.3069 -1.0832
H 3.9301 1.8107 4.8289
C -3.0081 0.4927 -3.1577
P -1.5742 -0.4186 -2.4572
C -0.3153 -0.0602 -3.7525
C -2.0707 -2.1299 -2.8634
H -3.2038 0.1194 -4.1648
H -2.7890 1.5603 -3.2165
H -3.9008 0.3530 -2.5462
H 0.2694 -0.9587 -3.9588
H 0.3704 0.7224 -3.4227
H -0.8091 0.2633 -4.6704
H -2.2424 -2.2270 -3.9378
H -2.9922 -2.3815 -2.3317
H -1.2886 -2.8276 -2.5544
*
```



[5]
Density functional theory data (wB97M-V/def2-TZVPD) for C13H39B2NO8V as an isolated structure.

Summary:
**E**: -2169.07354 hartree
**E_LUMO (alpha / beta)**: 4.70 / 4.70 eV
**Highest occupied orbital energy (alpha / beta)**: -2.13 / -2.26 eV
**Kohn-Sham gap (alpha / beta)**: 6.8 / 7.0 eV

```
! RIJCOSX wB97M-V def2-TZVPD def2/J DEFGRID3
* xyz -2 2
O 3.1939 -8.4756 -18.2083
V 3.9243 -9.3797 -17.1567
C 6.5284 -9.2038 -17.4945
O 5.7126 -8.2119 -17.2517
O 5.8574 -10.3193 -17.6987
O 7.7622 -9.1126 -17.5053
B 3.3622 -8.4117 -15.1910
H 4.3222 -9.1081 -15.1628
H 3.1514 -8.0402 -14.0632
H 3.5312 -7.5223 -15.9487
H 2.4373 -9.0155 -15.6201
B 2.6209 -11.2893 -17.5021
H 3.0426 -10.7609 -18.4734
H 3.4331 -11.3269 -16.6346
H 1.6730 -10.6481 -17.1039
H 2.3073 -12.3934 -17.8653
C 6.8703 -10.1846 -13.8928
O 6.9086 -11.4462 -14.5046
C 5.6934 -12.1445 -14.4984
C 5.7989 -13.3632 -15.3945
N 6.1251 -13.0796 -16.7760
C 5.6160 -14.1460 -17.6392
C 6.1014 -13.8898 -19.0627
O 7.4995 -13.8357 -19.0802
C 7.9803 -13.4420 -20.3340
H 5.9655 -10.0355 -13.2840
H 6.8806 -9.3802 -14.6340
H 7.7241 -10.0880 -13.2125
H 4.8506 -11.4559 -14.6745
H 5.4978 -12.5573 -13.4832
H 4.8280 -13.8779 -15.2704
H 6.5931 -14.0008 -14.9887
H 5.6282 -12.2375 -17.0836
H 4.5312 -14.3029 -17.5769
H 6.1444 -15.0639 -17.3283
H 5.6863 -12.9042 -19.3305
H 5.7166 -14.6682 -19.7405
H 9.0584 -13.3062 -20.2556
H 7.5533 -12.4831 -20.6506
H 7.7428 -14.2088 -21.0895
C 2.5525 -14.8674 -19.9142
C 1.2556 -14.4823 -20.6290
C 0.2682 -13.6924 -19.7793
O 1.6218 -13.6619 -21.7448
H 2.8492 -14.0757 -19.2180
H 3.3539 -14.9901 -20.6451
H 2.5620 -15.7754 -19.3033
H 0.7811 -15.3907 -21.0085
H -0.1671 -14.1259 -18.8794
H -0.5360 -13.3980 -20.4593
H 0.7818 -12.7848 -19.4524
H 2.2237 -12.9873 -21.4116
C 1.8058 -14.0654 -15.2727
C 0.5223 -13.2524 -15.0870
C 0.6965 -12.1437 -14.0637
O 0.0977 -12.6967 -16.3249
H 1.8557 -14.5030 -16.2718
H 1.9266 -14.8560 -14.5269
H 2.6808 -13.4132 -15.2087
H -0.2854 -13.9283 -14.7872
H 1.3910 -11.3814 -14.4210
H 1.0133 -12.5296 -13.0910
H -0.2695 -11.6462 -13.9329
H 0.8339 -12.1684 -16.6935
*
```



[6]
Density functional theory data (wB97M-V/def2-TZVPD) for one molecule with the formula C3H4N2.

Summary:
**E**: -226.16613 hartree
**E_LUMO**: 0.82 eV
**Highest occupied orbital energy**: -10.33 eV
**Structure (SMILES)**: N#C[C@H]1CN1
**Kohn-Sham gap**: 11.2 eV

```
! RIJCOSX wB97M-V def2-TZVPD def2/J DEFGRID3
* xyz 0 1
N 2.7121 -0.0480 -0.4674
C 1.5783 0.0640 -0.2623
C 0.2067 0.4988 -0.0893
C -0.9982 -0.3501 -0.2658
N -0.6411 0.1582 1.0504
H 0.1319 1.5368 -0.3925
H -1.8526 0.1339 -0.7304
H -0.9047 -1.4148 -0.4626
H -0.2324 -0.5786 1.6199
*
```



[7]
Density functional theory data (wB97M-V/def2-TZVPD) for one molecule with the formula C6H12O2S.

Summary:
**E**: -784.35019 hartree
**E_LUMO**: 0.67 eV
**Highest occupied orbital energy**: -8.48 eV
**Structure (SMILES)**: CCC(=O)C=S(C)(C)=O
**Kohn-Sham gap**: 9.2 eV

```
! RIJCOSX wB97M-V def2-TZVPD def2/J DEFGRID3
* xyz 0 1
C -2.8486 1.5179 -0.1853
C -2.4037 0.1878 0.4412
C -0.9448 -0.1090 0.0352
O -0.5313 -0.0210 -1.1006
C 0.0225 -0.4542 1.1413
S 1.5953 -0.6164 0.5860
C 1.8444 -1.9333 -0.7328
C 2.2423 0.8054 -0.2595
O 2.4988 -1.0373 1.6853
H -1.8706 1.8896 -0.7225
H -3.1508 2.2364 0.6408
H -3.6297 1.3430 -0.8708
H -3.0107 -0.5590 0.1279
H -2.3005 0.1618 1.4956
H -0.1701 -0.4050 2.2575
H 0.9208 -1.9476 -1.4234
H 2.8050 -1.6740 -1.3302
H 1.7725 -2.8776 -0.1892
H 3.1846 0.5941 -0.8055
H 1.5070 1.0709 -1.1049
H 2.4677 1.8274 0.3137
*
```



[8]
Density functional theory data (wB97M-V/def2-TZVPD) for C46H40As2CoF3NO2P as an isolated structure.

Summary:
**E**: -8476.73956 hartree
**E_LUMO (alpha / beta)**: -5.14 / -9.02 eV
**Highest occupied orbital energy (alpha / beta)**: -13.53 / -13.58 eV
**Kohn-Sham gap (alpha / beta)**: 8.4 / 4.6 eV

```
! RIJCOSX wB97M-V def2-TZVPD def2/J DEFGRID3
* xyz 2 5
Co -1.8190 -13.3738 18.2135
C -1.7239 -15.8017 20.5507
C -3.1683 -15.6999 20.2511
As -3.7732 -14.3189 18.8334
C -5.0490 -15.5268 17.8679
C -6.0488 -16.2555 18.5300
C -7.0194 -16.9063 17.7640
C -6.9761 -16.8271 16.3916
C -5.9415 -16.1542 15.7502
C -4.9314 -15.5391 16.4942
C -5.3594 -13.5154 19.6093
C -6.2912 -12.8829 18.7411
C -7.4970 -12.4215 19.3447
C -7.6938 -12.4663 20.7107
C -6.6604 -12.8768 21.5139
C -5.4813 -13.4499 20.9704
As -0.6769 -15.0001 19.1450
C -0.6549 -16.3474 17.7175
C -0.7130 -15.8975 16.3447
C -0.6594 -16.8526 15.2728
C -0.6785 -18.2190 15.5786
C -0.6822 -18.6219 16.8763
C -0.5535 -17.7417 17.9296
C 1.0863 -15.1056 19.9226
C 1.1992 -15.1111 21.3400
C 2.4906 -15.2259 21.8802
C 3.6425 -15.0765 21.1308
C 3.5311 -15.0124 19.7300
C 2.2311 -15.0790 19.1385
H -1.3381 -16.8370 20.5802
H -1.4037 -15.2435 21.4255
H -3.7358 -15.3324 21.1093
H -3.6651 -16.6728 19.9854
H -6.1498 -16.3140 19.6595
H -7.7255 -17.6333 18.2391
H -7.7243 -17.3784 15.8792
H -5.9671 -16.0333 14.6765
H -4.0448 -15.0954 15.9841
H -6.2352 -13.0195 17.6738
H -8.2485 -11.9979 18.6802
H -8.6211 -12.0863 21.1912
H -6.7737 -12.7612 22.5915
H -4.6785 -13.8279 21.6355
H -0.8411 -14.8021 16.1380
H -0.7830 -16.4897 14.2684
H -0.7217 -19.0000 14.8530
H -0.7558 -19.7316 17.1046
H -0.3173 -18.0671 18.9211
H 0.2957 -14.9723 21.9307
H 2.5392 -15.3975 22.9776
H 4.5550 -14.9900 21.7615
H 4.3967 -14.9603 19.1177
H 2.1280 -15.1025 18.0699
N 0.0615 -12.4192 17.5612
C 0.7032 -11.4885 18.4531
C 2.1268 -11.4435 18.5890
C 2.6687 -10.5376 19.4995
C 1.7729 -9.7593 20.2583
C 0.4062 -9.8076 20.1662
C -0.1680 -10.6985 19.2552
P -1.9199 -11.2413 19.3278
C -2.9450 -9.8563 18.5772
C -4.3135 -9.9900 18.4890
C -5.1082 -8.9889 17.9047
C -4.5371 -7.9008 17.2384
C -3.1068 -7.8476 17.2210
C -2.3387 -8.8190 17.9125
C -2.3417 -11.0840 21.0601
C -2.9803 -9.9684 21.6258
C -3.1390 -9.9059 23.0188
C -2.7259 -10.9566 23.8551
C -2.2993 -12.1808 23.2491
C -2.0497 -12.2584 21.8776
H -0.3458 -11.9954 16.7016
H 0.7445 -13.1614 17.3449
H 2.8560 -11.9941 18.0330
H 3.7416 -10.4463 19.6010
H 2.1724 -9.0709 21.0233
H -0.0977 -9.1520 20.9092
H -4.8559 -10.8654 18.9140
H -6.1438 -9.1491 17.9232
H -5.0675 -7.0924 16.7627
H -2.5217 -7.1132 16.6674
H -1.2437 -8.7190 17.8547
H -3.2858 -9.1061 21.0223
H -3.7185 -9.0694 23.4776
H -2.6492 -10.8624 24.9553
H -1.9782 -13.0281 23.8868
H -1.6879 -13.1394 21.3883
F -1.1382 -10.6095 15.4138
C -2.4087 -11.1106 15.0116
F -3.1769 -10.0885 14.6445
F -2.1313 -11.7524 13.8625
C -3.1230 -12.1456 15.9148
O -4.3290 -12.2242 16.0489
O -2.2305 -12.9705 16.3176
*
```



[9]
Density functional theory data (wB97M-V/def2-TZVPD) for a 11-piece molecular cluster, C44H88O20S9 overall.

Summary:
**E**: -6817.64147 hartree
**E_LUMO**: 0.23 eV
**Highest occupied orbital energy**: -9.63 eV
**Structure (SMILES)**: O=S1(=O)CCCC1.O=S1(=O)CCCC1.O=S1(=O)CCCC1.O=S1(=O)CCCC1.O=S1(=O)CCCC1.O=S1(=O)CCCC1.O=S1(=O)CCCC1.O=S1(=O)CCCC1.O=S1(=O)CCCC1.C1CCOC1.C1CCOC1
**Kohn-Sham gap**: 9.9 eV

```
! RIJCOSX wB97M-V def2-TZVPD def2/J DEFGRID3
* xyz 0 1
O -4.8628 -0.5937 -4.1398
S -3.6482 0.0592 -3.7359
O -3.6509 0.7793 -2.5178
C -2.3348 -1.1924 -3.8458
C -1.8030 -0.9765 -5.2893
C -1.6722 0.5778 -5.4484
C -3.0171 1.1378 -5.0335
H -2.7992 -2.1478 -3.7433
H -1.6000 -1.0955 -3.0452
H -0.8472 -1.4260 -5.4186
H -2.5186 -1.2817 -6.0731
H -1.4188 0.8083 -6.4539
H -0.8492 0.9509 -4.7803
H -3.9425 1.1824 -5.7052
H -2.9132 2.1107 -4.5552
O -5.2123 -3.6897 2.3173
S -4.6298 -2.4315 1.9716
O -3.2830 -2.1360 2.4211
C -4.6925 -2.3984 0.1433
C -5.9604 -1.6172 -0.1943
C -6.1494 -0.4911 0.8651
C -5.8438 -1.1452 2.2379
H -4.8325 -3.4445 -0.1871
H -3.7659 -2.0066 -0.2432
H -5.9625 -1.3078 -1.2553
H -6.7556 -2.3497 -0.0339
H -7.1465 -0.0957 0.6837
H -5.4188 0.2806 0.6650
H -6.7474 -1.5729 2.6774
H -5.4167 -0.3792 2.8886
O 1.6629 -5.2527 0.9984
S 0.8453 -4.9994 2.1222
O 1.2722 -4.0433 3.1363
C -0.7248 -4.3994 1.5330
C -1.4220 -5.6902 1.1927
C -1.2198 -6.6328 2.3987
C 0.2822 -6.5488 2.8246
H -0.6083 -3.6985 0.7047
H -1.1238 -3.8725 2.3914
H -2.4482 -5.6071 0.9044
H -0.9115 -6.1297 0.3048
H -1.4621 -7.6498 2.1221
H -1.8370 -6.3184 3.2434
H 0.8651 -7.2215 2.2263
H 0.5390 -6.6399 3.8569
O -2.3819 1.2217 3.8391
S -2.0536 0.7003 5.1339
O -2.1895 1.5716 6.2477
C -3.0828 -0.7180 5.3701
C -2.0749 -1.9030 5.7019
C -0.8150 -1.7272 4.9001
C -0.4426 -0.2263 5.0795
H -3.6008 -0.9616 4.4065
H -3.6774 -0.4778 6.2305
H -1.8077 -1.7710 6.7602
H -2.5923 -2.8179 5.6141
H -1.0011 -1.9921 3.8796
H 0.0015 -2.4072 5.2703
H 0.1942 0.1294 4.3010
H 0.0302 -0.0939 6.0815
O 3.6876 0.9014 -1.0136
S 4.3669 1.4360 -2.1859
O 4.3303 2.8752 -2.5120
C 6.0685 1.0850 -2.2408
C 6.2750 0.2949 -3.6183
C 5.0829 0.6025 -4.5450
C 3.8957 0.4364 -3.6309
H 6.2804 0.4416 -1.3861
H 6.6048 2.0106 -2.1131
H 7.2752 0.4807 -4.1030
H 6.1439 -0.7685 -3.4565
H 5.1515 -0.1550 -5.3896
H 5.1021 1.6017 -4.9513
H 3.7716 -0.5535 -3.2686
H 2.9860 0.8157 -4.0324
O 0.8884 -3.0556 -5.2751
S 1.1060 -3.1060 -3.8686
O 1.2392 -1.8421 -3.1706
C -0.2048 -3.9486 -3.0241
C 0.3175 -5.3086 -2.5732
C 1.8377 -5.1192 -2.2505
C 2.3587 -4.2521 -3.4006
H -1.0554 -4.0397 -3.7225
H -0.5803 -3.1678 -2.2819
H -0.2170 -5.8648 -1.8136
H 0.3023 -5.9668 -3.4708
H 2.3508 -6.0457 -2.2294
H 2.0671 -4.6480 -1.2614
H 2.5072 -4.9212 -4.2478
H 3.2865 -3.7423 -3.2628
O -6.0613 5.0353 0.4968
S -5.3466 3.7621 0.4970
O -6.1771 2.5991 0.4626
C -4.0563 3.7133 -0.7176
C -2.7585 3.9375 0.0674
C -3.0878 4.4952 1.4740
C -4.3343 3.7081 1.9303
H -4.2928 4.4764 -1.4221
H -4.1334 2.7191 -1.1488
H -2.2069 3.0224 0.2400
H -2.0223 4.5392 -0.5198
H -3.4151 5.5869 1.3734
H -2.2201 4.4700 2.1554
H -4.9330 4.0989 2.8143
H -4.0337 2.6885 2.1161
O 1.2912 3.4858 -3.0640
S 1.1744 4.7280 -2.4094
O -0.1556 5.1646 -1.9986
C 2.3010 4.9282 -0.9817
C 3.1416 6.1902 -1.3330
C 3.3939 6.1985 -2.8332
C 1.9852 5.9423 -3.4258
H 2.9171 4.0764 -1.0752
H 1.7068 4.8885 -0.0162
H 2.5539 7.1375 -1.0221
H 4.0464 6.1860 -0.6695
H 4.2020 5.5424 -3.2153
H 3.6290 7.1794 -3.1392
H 2.0541 5.6393 -4.4245
H 1.3871 6.8568 -3.3193
O -2.3353 0.3380 0.5552
S -1.1112 -0.3133 0.0767
O -1.1744 -1.6318 -0.5267
C -0.1538 0.7608 -0.9947
C 0.7328 1.5820 -0.0831
C 1.2033 0.6419 1.0782
C 0.0211 -0.2462 1.4322
H -0.7744 1.3988 -1.6470
H 0.3817 0.0197 -1.6056
H 1.6171 1.8670 -0.6312
H 0.2564 2.4842 0.3102
H 1.5502 1.2716 1.9361
H 2.0628 0.0806 0.6624
H -0.5989 0.2382 2.1977
H 0.2990 -1.2353 1.8569
C 1.9680 4.9136 4.5604
C 0.5381 4.9585 4.1972
C 0.2319 3.5912 3.6228
O 1.3955 2.7795 3.9753
C 2.1419 3.4881 5.0027
H 2.2086 5.7031 5.2967
H 2.5938 5.0506 3.6457
H 0.3320 5.8138 3.4927
H -0.1275 5.2027 5.1402
H 0.2132 3.6283 2.5577
H -0.6652 3.1192 3.9427
H 3.1657 3.0866 4.7988
H 1.8170 3.2951 5.9876
C 5.8499 -2.0142 0.7126
C 4.3774 -2.0703 1.1797
C 3.6427 -2.2765 -0.1377
O 4.5695 -2.2538 -1.2776
C 5.8375 -2.5728 -0.7465
H 6.6045 -2.6162 1.3045
H 6.1344 -0.9993 0.6799
H 4.1351 -1.1955 1.7065
H 4.0615 -2.9241 1.8244
H 2.9861 -1.4010 -0.3979
H 3.1113 -3.2036 -0.1247
H 6.5852 -2.1281 -1.3877
H 6.0192 -3.6337 -0.7133
*
```